(1)
Here is 6 unconnected molecules or ions with the total composition C5H20N2O6 from the Open Molecules 2025 dataset. Energies are from ωB97M-V/def2-TZVPD.

Geometry (Å):
O 0.34 -0.31 -2.42
C 1.28 0.35 -2.80
C 1.39 1.81 -2.49
C 2.45 2.08 -1.36
C 2.17 1.26 -0.12
N -0.91 1.05 1.80
C 0.17 0.76 1.21
N 0.97 1.69 0.59
H 2.14 -0.14 -3.30
H 1.74 2.44 -3.32
H 0.48 2.23 -2.05
H 2.44 3.17 -1.30
H 3.50 1.95 -1.63
H 2.09 0.21 -0.35
H 3.04 1.20 0.56
H -1.29 1.98 1.78
H 0.48 -0.28 1.13
H 0.66 2.65 0.52
H -1.51 -1.34 1.33
H -1.62 -1.74 2.89
O -1.56 -2.04 1.98
H -2.01 -1.41 -1.65
H -3.17 -1.34 -0.60
O -2.25 -1.10 -0.77
H -3.68 0.01 1.08
H -4.30 0.87 -0.09
O -4.42 0.10 0.46
H 2.01 0.16 3.24
H 2.01 -0.80 2.27
O 2.67 -0.41 2.83
H -0.40 -2.96 -0.55
H -1.07 -3.47 0.63
O -0.59 -3.82 -0.13

Calculated values
- Charge: 0
- Molecular weight: 204.223 Da
- Energy above the lowest of the compared OMol25 structures with the same formula, charge and spin: 63.46 kcal per mole
- Kohn-Sham gap: 9.79 eV
- Structure (SMILES): [H]/N=C\NCCCC=O.O.O.O.O.O
- Multiplicity: 1
- HOMO: -9.4026 eV

---

(2)
Here is 6 unconnected molecules or ions with the total composition C5H20NO7 from the Open Molecules 2025 dataset. Energies are from ωB97M-V/def2-TZVPD.

Geometry (Å):
C 0.51 -2.50 -0.75
N -0.27 -1.26 -0.42
C -0.12 -1.00 0.94
C 1.35 -1.00 1.56
C 1.15 -1.14 2.99
O 0.84 -2.10 3.71
C -0.92 0.23 1.52
O -0.04 1.28 2.10
H 0.14 -3.44 -0.24
H 1.61 -2.44 -0.50
H 0.52 -2.66 -1.83
H -0.01 -0.54 -1.17
H -0.70 -1.73 1.52
H 1.90 -1.69 1.09
H 1.89 -0.01 1.19
H 1.35 -0.17 3.60
H -1.51 -0.04 2.34
H -1.64 0.66 0.84
H 0.87 3.71 0.58
H 0.38 1.89 1.22
O 0.89 2.84 0.30
H -1.13 0.97 -2.57
H -0.26 0.34 -3.70
O -1.14 0.21 -3.24
H -2.01 -2.40 -0.96
H -2.62 -1.14 -1.20
O -2.81 -1.99 -1.12
H -0.31 2.57 -0.67
H -1.43 1.45 -0.48
O -1.10 2.13 -1.05
H 0.94 2.82 -2.25
H 1.85 3.18 -1.15
O 1.81 2.97 -2.19

Calculated values
- Charge: -1
- Molecular weight: 206.215 Da
- Energy above the lowest of the compared OMol25 structures with the same formula, charge and spin: 123.23 kcal per mole
- Kohn-Sham gap: 9.03 eV
- Multiplicity: 1
- HOMO: -5.8476 eV

---

(3)
Here is a molecular structure, C5H21BeFeN10O6 from the Open Molecules 2025 dataset. Energies are from ωB97M-V/def2-TZVPD.

Geometry (Å):
Be 1.34 0.55 3.40
Fe -1.82 -0.90 0.84
O -0.34 -0.05 1.81
H -0.03 0.34 0.97
C -1.93 -3.25 2.81
O -1.53 -2.80 1.77
N -1.39 -3.06 4.02
N -3.09 -3.70 2.91
H -0.40 -2.92 4.13
H -1.97 -3.33 4.80
H -3.46 -4.01 3.80
H -3.58 -4.03 2.09
C 2.54 2.27 0.66
O 1.81 2.12 1.63
N 2.33 3.18 -0.26
N 3.70 1.61 0.55
H 1.58 3.85 -0.18
H 2.86 3.13 -1.12
H 4.10 1.55 -0.38
H 4.02 1.05 1.32
C 0.36 -2.31 -1.10
O -0.55 -1.51 -0.77
N 1.60 -1.94 -1.31
N 0.27 -3.60 -1.15
H 2.26 -2.69 -1.46
H 1.87 -1.00 -1.56
H -0.54 -4.04 -0.72
H 1.12 -4.14 -1.21
C -2.36 2.04 -0.11
O -2.39 0.84 -0.13
N -2.95 2.95 -0.80
N -1.59 2.59 0.79
H -3.69 2.73 -1.46
H -2.83 3.91 -0.50
H -0.99 2.00 1.34
H -1.40 3.57 0.59
C 1.33 0.92 -3.08
O 2.31 0.39 -2.69
N 0.98 0.86 -4.34
N 0.49 1.53 -2.35
H 0.03 1.12 -4.57
H 1.76 1.02 -4.96
H 0.56 1.24 -1.38
H -0.40 1.92 -2.65

Calculated values
- Charge: +4
- Molecular weight: 382.144 Da
- Kohn-Sham gap (alpha / beta): 2.35 / 2.29 eV
- Multiplicity: 6
- HOMO (alpha / beta): -20.0327 / -20.0297 eV

---

(4)
Here is a molecular structure, C5H21N3Si3 from the Open Molecules 2025 dataset. Energies are from ωB97M-V/def2-TZVPD.

Geometry (Å):
C 1.09 2.06 -0.91
C -0.24 3.03 1.09
C 3.70 -0.57 -0.50
C 2.63 -0.47 1.70
C -0.29 2.30 -0.23
N 2.62 -0.34 0.49
N -1.06 1.01 -0.18
N -1.70 -1.74 0.35
Si -2.57 -2.90 -0.67
Si -1.86 -1.63 2.10
Si -0.66 -0.53 -0.40
H 1.81 2.81 -0.86
H 1.60 1.21 -0.45
H 0.81 1.81 -1.87
H 0.54 2.80 1.79
H -1.11 2.87 1.63
H -0.02 4.00 0.78
H 4.63 -0.83 0.01
H 3.43 -1.47 -0.95
H 3.63 0.31 -1.09
H -4.06 0.05 -4.70
H 3.54 -0.84 2.30
H 1.63 -0.41 2.10
H -0.80 3.10 -0.75
H -3.12 -2.30 -1.84
H -3.65 -3.16 0.24
H -1.86 -4.13 -1.03
H -3.27 -1.97 2.40
H -1.39 -0.33 2.36
H -0.99 -2.73 2.64
H 0.38 -1.44 -0.88
H -3.38 0.43 -4.68

Calculated values
- Charge: 0
- Molecular weight: 207.502 Da
- Energy above the lowest of the compared OMol25 structures with the same formula, charge and spin: 34.90 kcal per mole
- Kohn-Sham gap: 9.16 eV
- Multiplicity: 1
- HOMO: -8.6506 eV

---

(5)
Here is 6 unconnected molecules or ions with the total composition C5H21NO7 from the Open Molecules 2025 dataset. Energies are from ωB97M-V/def2-TZVPD.

Geometry (Å):
O -0.68 2.34 -2.65
C 0.37 1.78 -2.38
C 0.57 0.89 -1.19
C 1.48 -0.32 -1.43
C 2.65 0.02 -2.36
N -0.70 0.42 -0.65
C -1.52 1.19 0.24
O -2.60 1.79 -0.47
H 1.20 2.28 -2.94
H 1.05 1.45 -0.39
H 1.99 -0.71 -0.55
H 1.03 -1.24 -1.82
H 3.34 0.83 -2.09
H 2.25 0.24 -3.37
H 3.34 -0.80 -2.54
H -1.17 -0.31 -1.15
H -2.04 0.60 1.02
H -0.90 2.00 0.63
H -2.21 2.30 -1.20
H 3.98 -0.41 2.42
H 2.54 -1.07 2.16
O 3.46 -1.21 2.38
H -2.64 -2.05 -1.34
H -2.98 -2.71 -0.02
O -2.24 -2.47 -0.57
H -1.50 -1.76 2.12
H -2.73 -1.29 2.90
O -2.43 -1.99 2.31
H -0.06 -1.00 0.73
H 0.63 -2.13 1.35
O 0.15 -1.34 1.62
H 0.56 0.11 2.75
H 1.57 0.31 3.90
O 1.40 0.54 2.99

Calculated values
- Charge: 0
- Molecular weight: 207.223 Da
- Energy above the lowest of the compared OMol25 structures with the same formula, charge and spin: 52.85 kcal per mole
- Kohn-Sham gap: 9.70 eV
- Structure (SMILES): CC[C@@H](C=O)NCO.O.O.O.O.O
- Multiplicity: 1
- HOMO: -9.4010 eV

---

(6)
Here is 7 unconnected molecules or ions with the total composition C5H21NO8 from the Open Molecules 2025 dataset. Energies are from ωB97M-V/def2-TZVPD.

Geometry (Å):
C -0.75 -1.24 2.47
N -1.59 -0.79 1.40
C -2.91 -1.02 1.35
O -3.63 -0.65 0.44
C 0.65 -0.65 2.43
C 0.68 0.89 2.71
C 1.09 1.08 4.18
O 2.22 0.89 4.53
H -1.17 -1.05 3.49
H -0.66 -2.33 2.46
H -1.11 -0.30 0.66
H -3.34 -1.38 2.31
H 1.16 -0.77 1.46
H 1.32 -1.19 3.10
H -0.37 1.19 2.57
H 1.36 1.33 1.97
H 0.34 1.59 4.78
H -3.80 -2.65 -0.88
H -2.45 -2.15 -1.24
O -2.94 -2.98 -1.15
H -1.05 1.79 -2.72
H -2.43 1.00 -2.54
O -1.68 1.17 -3.11
H 3.34 -1.55 -3.09
H 3.09 -0.15 -3.79
O 3.59 -0.61 -3.12
H 2.72 1.51 -1.67
H 3.10 3.04 -1.22
O 2.54 2.27 -1.12
H 0.35 1.08 -4.49
H 0.23 -0.19 -4.06
O 0.93 0.48 -3.99
H 0.69 1.12 -0.76
H 0.46 0.59 -2.12
O 0.04 0.58 -1.25

Calculated values
- Charge: 0
- Molecular weight: 223.222 Da
- Energy above the lowest of the compared OMol25 structures with the same formula, charge and spin: 54.48 kcal per mole
- Kohn-Sham gap: 10.06 eV
- Structure (SMILES): O=CCCCNC=O.O.O.O.O.O.O
- Multiplicity: 1
- HOMO: -9.8684 eV

---

(7)
Here is 6 unconnected molecules or ions with the total composition C5H22N2O5 from the Open Molecules 2025 dataset. Energies are from ωB97M-V/def2-TZVPD.

Geometry (Å):
N -1.59 0.83 1.20
C -1.62 -0.51 0.44
C -2.63 -1.52 1.03
C -1.81 -2.50 1.93
C -0.90 -2.09 2.87
C -2.03 -0.06 -1.00
N -1.79 -1.06 -2.10
H -1.65 0.67 2.17
H -2.18 1.50 0.86
H -0.59 -0.92 0.35
H -3.19 -2.07 0.37
H -3.10 -0.81 1.77
H -1.99 -3.50 1.62
H -0.79 -1.01 3.27
H -0.11 -2.71 3.32
H -1.35 0.68 -1.55
H -3.00 0.31 -1.12
H -2.34 -0.76 -2.90
H -2.21 -1.90 -1.73
H 1.77 -1.60 -2.79
H 0.44 -0.99 -2.36
O 1.30 -0.77 -2.95
H 2.22 2.28 1.76
H 1.06 2.33 0.87
O 2.04 2.56 0.82
H 4.62 -1.52 0.67
H 4.14 -0.06 0.32
O 4.30 -0.69 1.03
H 3.37 2.04 -1.00
H 3.05 0.97 -1.93
O 3.74 1.16 -1.32
H 0.24 4.04 -0.93
H 1.77 4.03 -1.54
O 0.84 3.62 -1.46

Calculated values
- Charge: 0
- Molecular weight: 190.240 Da
- Energy above the lowest of the compared OMol25 structures with the same formula, charge and spin: 82.60 kcal per mole
- Kohn-Sham gap: 10.31 eV
- Structure (SMILES): C=CC[C@H](N)CN.O.O.O.O.O
- Multiplicity: 1
- HOMO: -9.7593 eV

---

(8)
Here is 5 unconnected molecules or ions with the total composition C5H22N2O5 from the Open Molecules 2025 dataset. Energies are from ωB97M-V/def2-TZVPD.

Geometry (Å):
C 0.38 0.98 -0.14
C 1.11 -0.25 -0.73
C 0.11 -1.34 -1.28
C -0.71 -2.16 -0.23
N 0.10 -2.96 0.70
N 2.12 0.03 -1.70
C 3.19 0.95 -1.36
O 2.99 2.26 -1.93
H -0.15 1.57 -0.93
H -0.38 0.63 0.60
H 1.19 1.57 0.34
H 1.65 -0.72 0.15
H -0.64 -0.90 -1.94
H 0.72 -2.09 -1.87
H -1.45 -2.63 -0.96
H -1.15 -1.35 0.39
H 0.91 -3.33 0.23
H -0.41 -3.66 1.27
H 1.74 0.22 -2.64
H 3.30 0.97 -0.31
H 4.24 0.68 -1.73
H 2.26 2.75 -1.36
H -2.57 2.18 1.01
H -1.00 2.10 1.55
O -1.68 2.47 1.02
H 0.61 -0.02 2.60
H 0.27 -1.51 2.25
O 0.00 -0.73 2.79
H -2.92 -0.18 3.35
H -1.70 -0.33 2.40
O -2.62 -0.07 2.44
H -3.51 0.43 -0.01
H -4.18 0.45 -1.36
O -3.32 0.39 -1.00

Calculated values
- Charge: 0
- Molecular weight: 190.240 Da
- Energy above the lowest of the compared OMol25 structures with the same formula, charge and spin: 39.62 kcal per mole
- Kohn-Sham gap: 9.18 eV
- Structure (SMILES): C[C@@H](CCN)NCO.O.O.O.O
- Multiplicity: 1
- HOMO: -8.7007 eV

---

(9)
Here is 5 unconnected molecules or ions with the total composition C5H22N2O5 from the Open Molecules 2025 dataset. Energies are from ωB97M-V/def2-TZVPD.

Geometry (Å):
N -1.16 -0.66 -2.61
C -0.87 -0.04 -1.27
C 0.32 0.97 -1.41
C 0.44 1.92 -0.38
O 1.80 2.21 -0.12
C -0.49 -1.38 -0.29
N -0.08 -0.86 1.01
C 0.40 -1.81 2.01
H -1.70 -0.10 -3.18
H -0.34 -0.92 -3.06
H -1.81 0.43 -1.06
H 1.28 0.37 -1.37
H 0.03 1.46 -2.34
H -0.12 2.99 -0.56
H 0.01 1.61 0.63
H 2.02 1.58 0.58
H 0.44 -1.99 -0.77
H -1.49 -2.02 -0.37
H -0.69 -0.07 1.39
H 1.57 -1.92 2.06
H 0.19 -1.40 3.15
H -0.24 -2.72 2.03
H 2.53 -0.87 0.38
H 1.81 0.05 1.26
O 2.64 -0.15 0.94
H 3.50 -1.59 -1.30
H 3.10 -1.64 -2.64
O 2.68 -1.54 -1.81
H -3.72 1.06 -0.09
H -2.58 1.08 0.86
O -3.04 1.67 0.18
H -2.39 2.12 2.88
H -1.55 0.95 2.53
O -2.48 1.21 2.77

Calculated values
- Charge: 0
- Molecular weight: 190.240 Da
- Energy above the lowest of the compared OMol25 structures with the same formula, charge and spin: 101.81 kcal per mole
- Kohn-Sham gap: 9.19 eV
- Structure (SMILES): CNC[C@H](N)CCO.O.O.O.O
- Multiplicity: 1
- HOMO: -8.8525 eV

---

(10)
Here is 6 unconnected molecules or ions with the total composition C5H22NO7 from the Open Molecules 2025 dataset. Energies are from ωB97M-V/def2-TZVPD.

Geometry (Å):
C -1.14 -2.27 2.28
N -0.42 -0.87 2.30
C 0.06 -0.57 0.88
C 1.54 -1.14 0.74
C 2.37 -0.31 -0.17
O 2.16 -0.96 -1.39
C -0.87 -0.96 -0.25
O -0.55 -0.55 -1.47
H -2.18 -1.96 2.56
H -1.22 -2.78 1.47
H -0.71 -2.83 3.08
H 0.24 -0.73 2.95
H 0.23 0.55 0.76
H 2.02 -1.55 1.68
H 1.35 -2.28 0.23
H 2.11 0.69 -0.14
H 3.46 -0.60 0.11
H -0.74 -2.19 -0.19
H -1.97 -0.87 0.03
H 1.10 -0.94 -1.64
H -3.15 0.40 -0.47
H -3.28 0.73 -1.89
O -3.72 0.35 -1.18
H -1.45 0.43 -2.61
H -2.19 -0.89 -3.15
O -2.16 0.10 -3.34
H 1.04 3.47 1.42
H 0.71 2.46 2.43
O 0.82 3.34 2.32
H 1.30 2.58 -0.89
H 2.75 2.67 -0.14
O 1.86 3.07 -0.23
H -0.18 0.98 -1.51
H 0.60 1.61 -2.68
O 0.18 1.84 -1.89

Calculated values
- Charge: -1
- Molecular weight: 208.231 Da
- Energy above the lowest of the compared OMol25 structures with the same formula, charge and spin: 115.20 kcal per mole
- Kohn-Sham gap: 8.70 eV
- Multiplicity: 1
- HOMO: -5.3504 eV

---

(11)
Here is 6 unconnected molecules or ions with the total composition C5H23N10O6 from the Open Molecules 2025 dataset. Energies are from ωB97M-V/def2-TZVPD.

Geometry (Å):
O 0.00 -0.82 0.18
H 0.53 -0.34 -0.47
H 0.55 -1.08 0.97
H -0.84 -0.37 0.49
C -3.10 -0.37 1.86
O -2.08 0.18 1.42
N -4.35 0.09 1.59
N -3.06 -1.53 2.56
H -5.11 -0.49 1.90
H -4.52 0.85 0.96
H -2.17 -1.97 2.71
H -3.76 -1.82 3.23
C 3.50 0.33 0.47
O 2.30 0.25 0.80
N 4.45 0.84 1.30
N 3.96 -0.13 -0.71
H 3.97 1.17 2.12
H 5.41 0.92 1.02
H 4.89 0.07 -1.01
H 3.31 -0.59 -1.33
C 0.33 -0.30 -4.83
O -0.76 0.14 -5.18
N 0.83 -0.15 -3.56
N 1.04 -1.15 -5.62
H 1.73 -0.56 -3.40
H 0.39 0.45 -2.85
H 0.56 -1.31 -6.50
H 1.79 -1.73 -5.31
C 0.54 -1.02 3.75
O 0.14 -1.48 2.67
N 1.63 -0.22 3.83
N -0.20 -1.12 4.89
H 2.24 -0.27 3.02
H 1.90 0.35 4.61
H -1.13 -1.38 4.63
H -0.03 -0.63 5.75
C -1.40 1.72 -1.84
O -0.36 1.16 -1.44
N -2.33 2.22 -0.99
N -1.76 1.81 -3.15
H -3.29 2.26 -1.26
H -2.22 1.99 -0.01
H -1.29 1.35 -3.93
H -2.25 2.67 -3.32

Calculated values
- Charge: +1
- Molecular weight: 319.303 Da
- Energy above the lowest of the compared OMol25 structures with the same formula, charge and spin: 10.36 kcal per mole
- Kohn-Sham gap: 10.18 eV
- Multiplicity: 1
- HOMO: -12.1923 eV

---

(12)
Here is a molecular structure, C5H24F15O27S5Zn from the Open Molecules 2025 dataset. Energies are from ωB97M-V/def2-TZVPD.

Geometry (Å):
Zn 1.78 -0.70 -2.82
C 1.37 -4.02 4.02
F 2.58 -4.18 4.51
F 0.73 -5.19 4.01
F 0.66 -3.03 4.63
S 1.51 -3.32 2.25
O 0.31 -3.60 1.49
O 1.76 -1.85 2.40
O 2.66 -4.01 1.72
C 1.29 -4.96 -3.74
F 1.23 -6.26 -3.56
F 2.40 -4.63 -4.38
F 0.19 -4.52 -4.40
S 1.40 -4.03 -1.95
O 2.64 -4.57 -1.39
O 1.40 -2.57 -2.19
O 0.28 -4.47 -1.13
C 0.47 3.47 -3.40
F -0.59 2.63 -3.52
F 0.26 4.68 -3.98
F 0.62 3.85 -2.12
S 2.05 2.54 -4.04
O 2.00 2.50 -5.51
O 3.20 3.25 -3.59
O 1.96 1.22 -3.43
C 0.45 1.61 0.89
F 1.03 2.70 0.37
F 1.43 0.82 1.32
F -0.37 1.98 1.92
S -0.54 0.67 -0.53
O -1.27 -0.42 0.08
O -1.40 1.74 -1.08
O 0.47 0.13 -1.47
C -4.94 -0.26 0.35
F -6.11 0.18 -0.13
F -3.98 -0.17 -0.64
F -4.54 0.49 1.39
S -5.24 -2.10 0.83
O -6.45 -2.16 1.67
O -5.52 -2.75 -0.44
O -4.05 -2.54 1.58
O -3.58 2.75 -0.01
H -2.87 2.59 -0.63
H -3.58 1.99 0.56
O 0.07 0.15 3.95
H 0.80 -0.37 3.64
H -0.69 -0.19 3.47
O 4.09 -0.65 2.39
H 3.28 -1.11 2.19
H 3.85 -0.03 3.09
O 0.60 5.50 0.00
H 0.37 5.06 -0.81
H 1.11 6.26 -0.28
O 3.26 1.64 3.68
H 2.60 1.59 2.99
H 2.88 2.23 4.33
O 2.32 4.92 2.27
H 1.68 5.22 1.61
H 2.80 4.22 1.83
O -1.79 -2.83 -0.50
H -2.40 -2.79 -1.23
H -1.68 -1.91 -0.24
O -2.18 -0.61 2.75
H -2.83 -1.31 2.75
H -1.88 -0.56 1.84
O 3.28 -0.54 -1.30
H 3.72 -1.19 -0.76
H 3.56 0.30 -0.94
O 0.23 -1.04 -4.09
H 0.47 -1.11 -5.01
H -0.70 -1.27 -4.06
O -2.81 0.82 -3.96
H -2.23 1.15 -3.27
H -3.60 1.36 -3.88
O -0.64 4.18 4.00
H -0.37 3.92 3.11
H -0.26 3.50 4.57

Calculated values
- Charge: -2
- Molecular weight: 1026.915 Da
- Kohn-Sham gap (alpha / beta): 6.92 / 2.82 eV
- Multiplicity: 2
- HOMO (alpha / beta): -4.0016 / -4.0005 eV